(a)
A 2-piece molecular cluster, C11H18 overall, computed with ωB97M-V/def2-TZVPD.

The geometry in ORCA input format:
```
! RIJCOSX wB97M-V def2-TZVPD def2/J DEFGRID3
* xyz 0 1
C -0.996 0.658 -3.041
C -1.632 1.838 -3.783
C 0.021 -0.041 -3.962
C -0.308 1.151 -1.757
H -1.742 -0.050 -2.682
H -1.781 2.717 -3.159
H 0.606 0.724 -4.454
H 0.589 -0.820 -3.447
H -0.520 -0.639 -4.697
H 0.470 1.908 -1.876
H -1.086 1.553 -1.112
H -2.546 1.592 -4.340
H -1.009 2.143 -4.636
H 0.161 0.300 -1.252
C 2.729 -1.387 1.710
C 0.242 -1.784 1.875
C 1.325 -0.935 2.045
C -1.060 -1.334 2.109
C 1.075 0.424 2.298
C -1.316 -0.033 2.482
C -0.223 0.847 2.471
H 0.368 -2.836 1.678
H -1.838 -2.048 1.992
H 3.431 -1.221 2.530
H 3.109 -0.816 0.862
H 1.923 1.085 2.410
H -2.280 0.378 2.682
H -0.501 1.896 2.513
H 2.714 -2.442 1.488
*
```

The structure (SMILES) is Cc1ccccc1.CC(C)C. The value obtained for the LUMO energy is 0.95 eV. Its orbital gap is 9.99 eV.


(b)
A 2-piece molecular cluster, C11H18 overall, computed with ωB97M-V/def2-TZVPD.

The geometry in ORCA input format:
```
! RIJCOSX wB97M-V def2-TZVPD def2/J DEFGRID3
* xyz 0 1
C -0.240 -2.896 2.069
C 1.319 -2.331 1.881
C -1.040 -1.635 2.491
H -0.808 -3.162 1.077
H -0.011 -3.666 2.800
H 1.611 -2.171 3.011
H 1.360 -1.492 1.198
H -2.015 -2.083 2.820
H -0.554 -1.132 3.268
H 1.974 -3.063 1.256
H -1.056 -0.882 1.738
C -1.092 1.275 0.635
C -1.093 2.772 1.018
C -0.328 0.876 -0.570
C 1.012 1.154 -0.649
C -0.929 0.638 -1.759
C 1.847 0.709 -1.682
C -0.198 0.079 -2.764
C 1.177 -0.014 -2.692
H -0.647 0.837 1.495
H -2.145 0.962 0.609
H -0.743 3.257 1.975
H 1.492 1.555 0.223
H -1.948 0.789 -1.862
H 2.888 0.788 -1.649
H -0.823 -0.211 -3.622
H 1.796 -0.555 -3.470
H -2.190 3.062 0.984
H -0.785 3.396 0.281
*
```

The structure (SMILES) is CCc1ccccc1.CCC. The value obtained for the LUMO energy is 0.94 eV. Its orbital gap is 9.97 eV.


(a) (55.4 kcal/mol below the next structure)


(a)
A 2-piece molecular cluster, C11H18 overall, computed with ωB97M-V/def2-TZVPD.

The geometry in ORCA input format:
```
! RIJCOSX wB97M-V def2-TZVPD def2/J DEFGRID3
* xyz 0 1
C -0.043 -2.013 1.746
C -1.568 -2.408 1.626
C 0.044 -1.332 3.127
C 0.942 -3.118 1.511
H 0.069 -1.126 1.063
H -2.190 -1.552 1.839
H -0.436 -1.889 3.869
H 1.081 -0.955 3.242
H -0.374 -0.411 3.097
H 0.901 -3.804 2.380
H 0.590 -3.715 0.697
H -1.836 -3.216 2.284
H -1.814 -2.704 0.670
H 1.979 -2.686 1.344
C 0.367 3.009 0.575
C -0.997 2.074 -1.586
C 0.018 2.098 -0.695
C -1.017 1.135 -2.682
C 0.105 0.342 -2.901
C 1.065 1.133 -0.828
C 1.181 0.422 -1.965
H -1.863 2.731 -1.656
H -2.012 1.068 -3.132
H 0.552 2.520 1.549
H -0.324 3.850 0.691
H 0.149 -0.519 -3.638
H 1.726 1.036 0.063
H 2.030 -0.242 -2.081
H 1.188 3.556 0.154
*
```

The structure (SMILES) is Cc1ccccc1.CC(C)C. The value obtained for the LUMO energy is 0.85 eV. Its orbital gap is 9.91 eV.


(b)
A 2-piece molecular cluster, C11H18 overall, computed with ωB97M-V/def2-TZVPD.

The geometry in ORCA input format:
```
! RIJCOSX wB97M-V def2-TZVPD def2/J DEFGRID3
* xyz 0 1
C -0.695 -0.771 -2.402
C -3.190 -1.325 0.395
C -3.399 -0.048 0.908
C -2.360 -1.575 -0.674
C -1.739 -0.499 -1.331
C -2.766 0.989 0.215
C -1.882 0.812 -0.845
H -3.596 -2.195 0.911
H -4.012 0.096 1.798
H -2.112 -2.536 -1.108
H -2.907 1.976 0.690
H 0.275 -0.419 -2.076
H -0.802 -0.237 -3.357
H -1.384 1.651 -1.311
H -0.744 -1.801 -2.718
C 2.166 0.138 0.512
C 2.134 1.551 -0.027
C 3.580 -0.092 1.152
C 1.038 -0.195 1.474
H 2.123 -0.385 -0.450
H 2.349 2.357 0.690
H 4.383 -0.331 0.430
H 4.016 0.868 1.434
H 3.463 -0.878 1.915
H 0.291 -0.702 0.868
H 1.192 -0.773 2.390
H 0.532 0.713 1.839
H 1.189 1.918 -0.463
H 2.857 1.692 -0.859
*
```

The structure (SMILES) is Cc1ccccc1.CC(C)C. The value obtained for the LUMO energy is 1.00 eV. Its orbital gap is 10.03 eV.


(b) (20.5 kcal/mol below the next structure)